1.
55
Properties=species:S:1:pos:R:3 method="wB97M-V/def2-TZVPD" relative_energy_kj_mol=44.4 smiles="CC(=O)N[C@@H](Cc1c[nH]c2ccccc12)C(=O)N1CCN(S(=O)(=O)c2cccs2)CC1" lumo_energy_ev=0.359 fmax_ha_per_bohr=0.0215 total_charge=0
C -3.498 -5.726 0.597
C -3.346 -4.436 -0.183
O -4.014 -4.152 -1.157
N -2.384 -3.625 0.300
C -2.047 -2.359 -0.304
C -3.044 -1.261 0.150
C -3.039 -1.123 1.635
C -3.678 -1.934 2.528
N -3.382 -1.554 3.809
C -2.535 -0.487 3.769
C -1.955 0.245 4.798
C -1.133 1.295 4.451
C -0.899 1.621 3.112
C -1.474 0.900 2.090
C -2.296 -0.179 2.407
C -0.630 -2.027 0.161
O -0.193 -2.538 1.179
N 0.102 -1.165 -0.573
C -0.245 -0.544 -1.831
C -0.068 0.976 -1.725
N 1.261 1.326 -1.276
S 2.447 1.318 -2.467
O 1.826 1.706 -3.696
O 3.237 0.121 -2.441
C 3.461 2.642 -1.883
C 4.751 2.586 -1.451
C 5.235 3.849 -1.052
C 4.300 4.828 -1.190
S 2.813 4.230 -1.814
C 1.652 0.652 -0.055
C 1.461 -0.862 -0.159
H -3.643 -5.516 1.654
H -2.600 -6.329 0.483
H -4.350 -6.280 0.214
H -1.827 -3.860 1.112
H -2.114 -2.484 -1.390
H -4.033 -1.568 -0.198
H -2.785 -0.312 -0.319
H -4.339 -2.758 2.337
H -3.725 -1.998 4.643
H -2.144 -0.002 5.832
H -0.663 1.884 5.225
H -0.258 2.460 2.883
H -1.302 1.171 1.059
H -1.268 -0.775 -2.119
H 0.439 -0.913 -2.608
H -0.207 1.440 -2.701
H -0.787 1.400 -1.017
H 5.314 1.671 -1.433
H 6.230 4.017 -0.682
H 4.400 5.871 -0.964
H 2.703 0.882 0.125
H 1.050 1.055 0.765
H 1.630 -1.340 0.807
H 2.163 -1.257 -0.900


2.
53
Properties=species:S:1:pos:R:3 method="wB97M-V/def2-TZVPD" smiles="N=[PH2]C1=C(CC(=O)c2ccccc2)C(=O)C(CCOC=O)=C(CCCCO)C1=O" lumo_energy_ev=-2.097 fmax_ha_per_bohr=0.1653 total_charge=0
N 2.437 5.045 0.928
P 0.902 4.509 1.206
C 0.740 2.656 0.769
C -0.444 2.034 0.050
C -1.693 2.979 -0.434
C -3.182 2.326 -0.224
O -4.005 2.935 0.675
C -3.811 1.039 -1.021
C -3.531 0.967 -2.656
C -4.081 -0.325 -3.564
C -4.907 -1.483 -2.723
C -5.213 -1.390 -1.086
C -4.662 -0.116 -0.198
C -0.314 0.401 -0.216
O -0.867 -0.240 -1.271
C 0.577 -0.583 0.802
C 0.249 -2.183 1.043
C -1.377 -2.534 0.988
O -1.804 -3.134 -0.286
C -1.260 -4.488 -0.477
O -1.219 -5.467 0.431
C 1.736 0.053 1.487
C 2.800 -0.687 2.497
C 4.181 -0.996 1.622
C 3.887 -1.501 0.087
C 4.077 -0.352 -1.067
O 5.464 -0.291 -1.614
C 2.003 1.677 1.215
O 3.262 2.116 1.415
H 2.870 5.375 1.823
H 0.652 4.628 2.634
H 0.033 5.325 0.393
H -1.533 3.196 -1.584
H -1.722 4.049 0.086
H -2.926 1.841 -3.191
H -3.858 -0.381 -4.718
H -5.279 -2.412 -3.335
H -5.805 -2.262 -0.565
H -4.864 -0.022 0.968
H 0.890 -2.904 0.342
H 0.583 -2.470 2.152
H -2.011 -1.573 1.278
H -1.576 -3.313 1.870
H -0.751 -4.725 -1.529
H 2.381 -1.625 3.056
H 3.140 0.101 3.327
H 4.953 -0.090 1.671
H 4.728 -1.900 2.170
H 4.698 -2.346 -0.142
H 2.841 -2.014 -0.060
H 3.809 0.738 -0.734
H 3.355 -0.623 -1.973
H 5.450 0.439 -2.313


3.
57
Properties=species:S:1:pos:R:3 method="wB97M-V/def2-TZVPD" lumo_energy_ev=0.045 fmax_ha_per_bohr=0.0161 total_charge=0
Ga 0.297 0.069 0.089
C -0.877 -2.885 0.827
N -1.055 -1.889 -0.245
C -0.683 -2.480 -1.546
C 0.734 -3.058 -1.589
C 1.817 -2.141 -1.004
N 1.446 -0.754 -1.271
C 1.950 -0.144 -2.283
C 1.550 1.140 -2.768
C 2.269 1.689 -3.844
C 1.918 2.899 -4.382
C 0.812 3.573 -3.841
C 0.083 3.052 -2.798
C 0.441 1.821 -2.222
O -0.263 1.345 -1.224
C -2.500 -1.518 -0.249
C -2.791 -0.133 -0.811
C -2.612 0.948 0.262
N -1.403 0.663 1.047
C -1.379 0.920 2.300
C -0.288 0.619 3.205
C -0.343 1.154 4.500
C 0.659 0.914 5.410
C 1.742 0.120 5.020
C 1.818 -0.427 3.757
C 0.801 -0.194 2.827
O 0.861 -0.784 1.641
H -1.500 -3.768 0.632
H -1.163 -2.436 1.775
H 0.160 -3.190 0.916
H -0.787 -1.701 -2.303
H -1.396 -3.275 -1.802
H 0.950 -3.247 -2.644
H 0.782 -4.027 -1.089
H 2.793 -2.367 -1.437
H 1.908 -2.260 0.075
H 2.728 -0.665 -2.844
H 3.116 1.137 -4.237
H 2.482 3.327 -5.198
H 0.528 4.535 -4.251
H -0.759 3.582 -2.373
H -2.830 -1.549 0.790
H -3.060 -2.301 -0.774
H -3.814 -0.098 -1.189
H -2.138 0.085 -1.655
H -3.472 0.952 0.938
H -2.518 1.930 -0.197
H -2.259 1.393 2.747
H -1.194 1.772 4.769
H 0.615 1.337 6.404
H 2.547 -0.065 5.721
H 2.664 -1.022 3.441
F 3.224 2.437 1.894
B 2.764 1.888 0.719
F 1.292 1.710 0.878
F 3.277 0.608 0.495
F 2.944 2.707 -0.385


4.
55
Properties=species:S:1:pos:R:3 method="wB97M-V/def2-TZVPD" relative_energy_kj_mol=0.0 smiles="COc1cc(CNc2ccc3[nH]c(=O)[nH]c3c2)cc(Cl)c1OCC(=O)NC(C)(C)C" lumo_energy_ev=0.472 fmax_ha_per_bohr=0.0149 total_charge=0
C 0.151 0.318 -3.588
O 0.229 1.164 -2.465
C 0.085 0.621 -1.225
C -0.170 -0.721 -0.985
C -0.352 -1.208 0.304
C -0.646 -2.670 0.501
N -1.741 -3.071 -0.357
C -2.238 -4.360 -0.364
C -3.486 -4.588 -0.961
C -4.030 -5.854 -1.077
C -3.301 -6.914 -0.576
N -3.540 -8.275 -0.520
C -2.494 -8.922 0.095
O -2.384 -10.107 0.304
N -1.588 -7.933 0.426
C -2.053 -6.698 0.029
C -1.506 -5.436 0.147
C -0.276 -0.341 1.379
C 0.006 0.995 1.148
Cl 0.120 2.082 2.483
C 0.192 1.507 -0.133
O 0.410 2.846 -0.240
C 1.342 3.329 -1.191
C 2.117 4.534 -0.629
O 2.902 5.131 -1.338
N 1.844 4.804 0.651
C 2.432 5.881 1.446
C 3.947 5.677 1.526
C 2.112 7.227 0.793
C 1.809 5.801 2.839
H 0.307 0.967 -4.449
H 0.930 -0.450 -3.568
H -0.831 -0.158 -3.665
H -0.251 -1.417 -1.805
H -0.859 -2.869 1.562
H 0.240 -3.252 0.218
H -2.447 -2.357 -0.471
H -4.036 -3.741 -1.344
H -4.992 -6.003 -1.540
H -4.354 -8.749 -0.871
H -0.717 -8.119 0.891
H -0.549 -5.298 0.620
H -0.420 -0.690 2.388
H 2.077 2.564 -1.458
H 0.832 3.645 -2.107
H 1.158 4.216 1.102
H 4.403 6.469 2.114
H 4.370 5.693 0.525
H 4.176 4.719 1.988
H 1.035 7.370 0.729
H 2.540 8.039 1.374
H 2.528 7.253 -0.210
H 0.731 5.937 2.783
H 2.221 6.577 3.477
H 2.015 4.835 3.295


What did the first record say?
55
Properties=species:S:1:pos:R:3 method="wB97M-V/def2-TZVPD" relative_energy_kj_mol=44.4 smiles="CC(=O)N[C@@H](Cc1c[nH]c2ccccc12)C(=O)N1CCN(S(=O)(=O)c2cccs2)CC1" lumo_energy_ev=0.359 fmax_ha_per_bohr=0.0215 total_charge=0
C -3.498 -5.726 0.597
C -3.346 -4.436 -0.183
O -4.014 -4.152 -1.157
N -2.384 -3.625 0.300
C -2.047 -2.359 -0.304
C -3.044 -1.261 0.150
C -3.039 -1.123 1.635
C -3.678 -1.934 2.528
N -3.382 -1.554 3.809
C -2.535 -0.487 3.769
C -1.955 0.245 4.798
C -1.133 1.295 4.451
C -0.899 1.621 3.112
C -1.474 0.900 2.090
C -2.296 -0.179 2.407
C -0.630 -2.027 0.161
O -0.193 -2.538 1.179
N 0.102 -1.165 -0.573
C -0.245 -0.544 -1.831
C -0.068 0.976 -1.725
N 1.261 1.326 -1.276
S 2.447 1.318 -2.467
O 1.826 1.706 -3.696
O 3.237 0.121 -2.441
C 3.461 2.642 -1.883
C 4.751 2.586 -1.451
C 5.235 3.849 -1.052
C 4.300 4.828 -1.190
S 2.813 4.230 -1.814
C 1.652 0.652 -0.055
C 1.461 -0.862 -0.159
H -3.643 -5.516 1.654
H -2.600 -6.329 0.483
H -4.350 -6.280 0.214
H -1.827 -3.860 1.112
H -2.114 -2.484 -1.390
H -4.033 -1.568 -0.198
H -2.785 -0.312 -0.319
H -4.339 -2.758 2.337
H -3.725 -1.998 4.643
H -2.144 -0.002 5.832
H -0.663 1.884 5.225
H -0.258 2.460 2.883
H -1.302 1.171 1.059
H -1.268 -0.775 -2.119
H 0.439 -0.913 -2.608
H -0.207 1.440 -2.701
H -0.787 1.400 -1.017
H 5.314 1.671 -1.433
H 6.230 4.017 -0.682
H 4.400 5.871 -0.964
H 2.703 0.882 0.125
H 1.050 1.055 0.765
H 1.630 -1.340 0.807
H 2.163 -1.257 -0.900


Copy entry 3 word for word.
57
Properties=species:S:1:pos:R:3 method="wB97M-V/def2-TZVPD" lumo_energy_ev=0.045 fmax_ha_per_bohr=0.0161 total_charge=0
Ga 0.297 0.069 0.089
C -0.877 -2.885 0.827
N -1.055 -1.889 -0.245
C -0.683 -2.480 -1.546
C 0.734 -3.058 -1.589
C 1.817 -2.141 -1.004
N 1.446 -0.754 -1.271
C 1.950 -0.144 -2.283
C 1.550 1.140 -2.768
C 2.269 1.689 -3.844
C 1.918 2.899 -4.382
C 0.812 3.573 -3.841
C 0.083 3.052 -2.798
C 0.441 1.821 -2.222
O -0.263 1.345 -1.224
C -2.500 -1.518 -0.249
C -2.791 -0.133 -0.811
C -2.612 0.948 0.262
N -1.403 0.663 1.047
C -1.379 0.920 2.300
C -0.288 0.619 3.205
C -0.343 1.154 4.500
C 0.659 0.914 5.410
C 1.742 0.120 5.020
C 1.818 -0.427 3.757
C 0.801 -0.194 2.827
O 0.861 -0.784 1.641
H -1.500 -3.768 0.632
H -1.163 -2.436 1.775
H 0.160 -3.190 0.916
H -0.787 -1.701 -2.303
H -1.396 -3.275 -1.802
H 0.950 -3.247 -2.644
H 0.782 -4.027 -1.089
H 2.793 -2.367 -1.437
H 1.908 -2.260 0.075
H 2.728 -0.665 -2.844
H 3.116 1.137 -4.237
H 2.482 3.327 -5.198
H 0.528 4.535 -4.251
H -0.759 3.582 -2.373
H -2.830 -1.549 0.790
H -3.060 -2.301 -0.774
H -3.814 -0.098 -1.189
H -2.138 0.085 -1.655
H -3.472 0.952 0.938
H -2.518 1.930 -0.197
H -2.259 1.393 2.747
H -1.194 1.772 4.769
H 0.615 1.337 6.404
H 2.547 -0.065 5.721
H 2.664 -1.022 3.441
F 3.224 2.437 1.894
B 2.764 1.888 0.719
F 1.292 1.710 0.878
F 3.277 0.608 0.495
F 2.944 2.707 -0.385


Repeat the fourth record exactly.
55
Properties=species:S:1:pos:R:3 method="wB97M-V/def2-TZVPD" relative_energy_kj_mol=0.0 smiles="COc1cc(CNc2ccc3[nH]c(=O)[nH]c3c2)cc(Cl)c1OCC(=O)NC(C)(C)C" lumo_energy_ev=0.472 fmax_ha_per_bohr=0.0149 total_charge=0
C 0.151 0.318 -3.588
O 0.229 1.164 -2.465
C 0.085 0.621 -1.225
C -0.170 -0.721 -0.985
C -0.352 -1.208 0.304
C -0.646 -2.670 0.501
N -1.741 -3.071 -0.357
C -2.238 -4.360 -0.364
C -3.486 -4.588 -0.961
C -4.030 -5.854 -1.077
C -3.301 -6.914 -0.576
N -3.540 -8.275 -0.520
C -2.494 -8.922 0.095
O -2.384 -10.107 0.304
N -1.588 -7.933 0.426
C -2.053 -6.698 0.029
C -1.506 -5.436 0.147
C -0.276 -0.341 1.379
C 0.006 0.995 1.148
Cl 0.120 2.082 2.483
C 0.192 1.507 -0.133
O 0.410 2.846 -0.240
C 1.342 3.329 -1.191
C 2.117 4.534 -0.629
O 2.902 5.131 -1.338
N 1.844 4.804 0.651
C 2.432 5.881 1.446
C 3.947 5.677 1.526
C 2.112 7.227 0.793
C 1.809 5.801 2.839
H 0.307 0.967 -4.449
H 0.930 -0.450 -3.568
H -0.831 -0.158 -3.665
H -0.251 -1.417 -1.805
H -0.859 -2.869 1.562
H 0.240 -3.252 0.218
H -2.447 -2.357 -0.471
H -4.036 -3.741 -1.344
H -4.992 -6.003 -1.540
H -4.354 -8.749 -0.871
H -0.717 -8.119 0.891
H -0.549 -5.298 0.620
H -0.420 -0.690 2.388
H 2.077 2.564 -1.458
H 0.832 3.645 -2.107
H 1.158 4.216 1.102
H 4.403 6.469 2.114
H 4.370 5.693 0.525
H 4.176 4.719 1.988
H 1.035 7.370 0.729
H 2.540 8.039 1.374
H 2.528 7.253 -0.210
H 0.731 5.937 2.783
H 2.221 6.577 3.477
H 2.015 4.835 3.295